Entry 1:
Entry from OMol25: C56H50O2P2RhS4Si2 as an isolated structure (ωB97M-V/def2-TZVPD).

Geometry as XYZ:
```
117
Properties=species:S:1:pos:R:3:forces:R:3:mulliken_spin:R:1
Rh 0.74328 -0.90381 -0.86734 0.5 0.5 -1.0 1.380
C 4.41938 -1.07780 -1.02431 -0.3 0.0 0.2 -0.004
Si 2.86051 -1.11701 0.06800 0.1 -0.3 0.0 -0.066
C 2.87727 -2.77189 0.97482 -0.2 0.3 -0.2 -0.005
C 4.07159 -3.14955 1.59066 0.1 0.0 0.0 -0.034
C 4.18173 -4.34098 2.28370 0.1 0.0 0.0 0.036
C 3.06700 -5.16111 2.36986 0.0 0.0 0.1 -0.018
C 1.87825 -4.79610 1.76113 0.0 0.1 0.0 -0.035
C 1.76108 -3.60783 1.02753 0.0 0.1 0.3 0.265
P 0.13304 -3.06847 0.11611 -0.1 -0.3 0.4 0.528
C -1.77452 -2.58179 -0.36983 0.2 0.2 0.1 0.196
C -1.98550 -1.35880 -1.01730 0.0 -0.4 0.3 0.042
C -3.19822 -1.02538 -1.59990 0.0 0.0 -0.2 -0.013
C -4.26654 -1.90143 -1.52552 0.0 0.0 0.0 0.016
C -4.10547 -3.09109 -0.83349 0.0 -0.1 0.1 -0.009
C -2.88489 -3.42244 -0.25958 0.0 0.0 0.0 -0.011
C -0.27754 -4.84592 -0.26055 0.0 0.1 -0.2 0.026
C 0.08073 -5.49337 -1.43665 0.1 0.0 0.1 -0.004
C -0.24851 -6.82858 -1.64243 0.0 0.0 -0.1 0.007
C -0.93468 -7.54113 -0.67393 0.0 0.0 0.0 -0.001
C -1.29739 -6.90970 0.50901 0.0 0.0 0.0 0.004
C -0.97514 -5.57732 0.70780 0.1 0.0 -0.1 0.070
C 3.13968 0.27138 1.35282 -0.3 -0.1 -0.3 0.040
C 4.44466 0.65177 1.66468 0.0 -0.1 0.0 -0.004
C 4.70751 1.67773 2.55835 0.1 0.0 0.0 0.005
C 3.65309 2.36481 3.13594 0.0 0.0 0.0 -0.002
C 2.34691 2.00100 2.84572 0.0 -0.1 0.0 0.010
C 2.07687 0.93752 1.98250 0.2 0.2 0.0 -0.009
P 0.36495 0.37775 1.61776 0.0 -0.5 0.9 0.015
C 0.18297 -0.99649 2.83314 0.1 -0.1 0.0 -0.058
C -1.11589 -1.49284 2.97705 0.1 -0.1 -0.1 0.013
C -1.41112 -2.42733 3.95222 0.0 0.0 -0.1 -0.016
C -0.40290 -2.89264 4.79031 -0.1 0.0 0.1 0.008
C 0.88563 -2.40540 4.65519 0.1 -0.1 0.0 0.000
C 1.17870 -1.45389 3.68501 0.0 -0.1 -0.1 0.052
C -0.61991 1.54259 2.68865 0.0 0.3 -0.4 0.140
C -1.21145 2.65671 2.10449 0.0 -0.1 -0.1 -0.023
C -1.94997 3.55478 2.86393 0.0 0.1 0.0 -0.001
C -2.10154 3.35150 4.22449 0.0 0.0 0.0 0.002
C -1.48885 2.25883 4.82728 0.0 0.0 0.0 0.001
C -0.74943 1.36577 4.06969 0.0 0.1 0.0 0.012
H 5.29277 -1.45634 -0.48716 0.0 0.0 0.0 -0.001
H 4.62103 -0.05802 -1.35368 0.1 0.0 0.0 -0.001
H 4.26970 -1.70166 -1.90659 0.0 0.0 0.0 0.008
H 4.93533 -2.49420 1.52284 0.0 0.0 0.0 0.003
H 5.11964 -4.63415 2.74032 0.0 0.0 0.0 0.003
H 3.11684 -6.09600 2.91689 0.0 0.0 0.0 -0.001
H 1.04319 -5.46456 1.86884 -0.1 -0.1 0.0 0.005
H -1.19217 -0.61765 -1.08075 -0.6 0.4 -0.1 0.024
H -3.30153 -0.07371 -2.10563 0.0 -0.1 0.0 0.003
H -5.21076 -1.66483 -1.99971 0.0 0.0 0.0 0.002
H -4.93025 -3.79030 -0.75316 0.0 0.0 0.0 0.001
H -2.82430 -4.36547 0.25681 0.0 0.0 0.0 0.007
H 0.61758 -4.94662 -2.19994 0.0 -0.1 0.0 0.005
H 0.03635 -7.31403 -2.56847 0.0 0.0 0.0 0.001
H -1.18521 -8.58316 -0.83147 0.0 0.0 0.0 0.000
H -1.82895 -7.45660 1.27937 0.0 0.0 0.0 0.000
H -1.25828 -5.08225 1.62982 0.0 0.0 0.1 -0.001
H 5.27440 0.14343 1.18562 0.0 0.0 0.0 -0.001
H 5.72967 1.95364 2.78834 0.0 0.0 0.0 0.000
H 3.83951 3.18713 3.81609 0.0 0.0 0.0 0.000
H 1.53824 2.55550 3.29798 -0.1 0.0 0.0 0.002
H -1.89934 -1.11701 2.32737 0.0 -0.1 0.0 0.010
H -2.42485 -2.79632 4.05611 0.0 0.0 0.0 0.002
H -0.62756 -3.62988 5.55215 0.0 0.0 0.0 0.000
H 1.67438 -2.76812 5.30282 0.0 0.0 0.0 0.001
H 2.18483 -1.06297 3.60341 0.0 0.0 0.0 -0.002
H -1.08891 2.82379 1.04440 -0.1 0.0 0.1 0.019
H -2.40924 4.40935 2.38208 0.0 0.0 0.0 0.000
H -2.68854 4.04158 4.81830 0.0 0.0 0.0 0.000
H -1.58671 2.10078 5.89460 0.0 0.0 0.0 0.000
H -0.26255 0.53696 4.56420 -0.1 0.0 0.0 0.003
O 2.11039 -1.10577 -7.84197 0.0 0.0 0.0 0.031
C 1.90903 -1.12411 -6.65840 0.0 -0.1 -0.1 0.018
S 2.53589 0.08803 -5.53035 0.0 0.0 0.1 0.003
C 1.84680 -0.59657 -4.06502 0.3 0.4 0.2 0.120
C 1.09504 -1.74814 -4.21804 -0.3 -0.4 0.1 0.083
S 0.31165 -2.53561 -2.95303 0.2 0.4 -0.2 0.542
S 0.94698 -2.37345 -5.85245 0.0 0.0 0.1 0.010
S 2.06943 0.23874 -2.61612 -0.1 -0.2 0.0 0.487
C -1.80528 3.80974 -4.18034 0.0 0.0 0.1 0.000
C -0.76283 2.81929 -3.64727 0.1 0.0 0.1 -0.001
C -1.14732 1.42975 -4.17043 0.0 0.0 0.1 0.033
C 0.60363 3.22606 -4.21093 0.0 0.0 0.0 0.003
Si -0.68671 2.69715 -1.71824 -0.4 0.5 -0.3 0.043
O -0.06714 1.37718 -1.11404 0.2 -0.7 0.1 -0.025
C 0.23732 4.20087 -0.99635 0.0 -0.1 -0.1 0.002
C 0.99938 3.97928 0.15291 0.1 0.0 -0.1 0.006
C 1.68858 5.00554 0.78174 0.0 0.0 0.1 0.001
C 1.63944 6.29140 0.26148 0.0 0.0 0.0 0.000
C 0.90402 6.53480 -0.89002 0.0 0.0 0.0 0.000
C 0.20746 5.50081 -1.50314 0.0 0.0 0.0 -0.001
C -2.49048 2.89893 -1.10337 0.2 0.1 -0.1 0.002
C -3.09965 1.84812 -0.41923 0.1 0.0 0.1 -0.002
C -4.38986 1.95154 0.08390 0.0 0.0 0.0 0.004
C -5.10989 3.12212 -0.10528 0.0 -0.1 0.0 0.000
C -4.52124 4.18790 -0.77291 0.0 0.1 0.0 0.000
C -3.22236 4.07993 -1.25059 0.0 0.0 0.1 0.002
H -1.78261 3.80738 -5.27730 0.0 0.0 0.0 -0.001
H -1.60815 4.83411 -3.85434 0.0 0.0 0.0 0.000
H -2.81476 3.53965 -3.86517 0.0 0.0 0.0 0.000
H -1.12785 1.41055 -5.26741 0.0 0.0 0.0 0.002
H -2.15684 1.15966 -3.84720 0.0 0.0 0.0 0.000
H -0.46781 0.66176 -3.80142 0.0 -0.1 0.0 -0.018
H 0.60092 3.15713 -5.30585 0.0 0.0 0.0 -0.002
H 1.40233 2.58682 -3.83469 0.1 0.0 0.0 0.001
H 0.85160 4.25560 -3.94117 0.0 0.0 0.0 0.001
H 1.05571 2.97036 0.54677 0.1 0.1 -0.1 -0.004
H 2.26441 4.79901 1.67718 0.0 0.0 0.0 0.000
H 2.17558 7.10057 0.74330 0.0 0.0 0.0 0.000
H 0.87289 7.53271 -1.31270 0.0 0.0 0.0 0.000
H -0.36998 5.72032 -2.39480 0.0 0.0 0.0 0.000
H -2.53725 0.93373 -0.26805 0.0 0.2 0.1 0.010
H -4.82489 1.12502 0.63434 0.0 0.0 -0.1 0.000
H -6.12396 3.20541 0.26803 0.0 0.0 0.0 0.000
H -5.07470 5.10965 -0.91515 0.0 0.0 0.0 0.000
H -2.76666 4.93669 -1.73565 0.0 0.0 0.0 0.000
```
Forces are in eV/Å.

Its charge is -1. Its molar mass is 1104.308 g mol⁻¹. The calculation puts the HOMO-LUMO gap (spin up / spin down) at 6.12 / 6.41 eV. Its multiplicity is 5. The expectation value of S² is 6.04. For the energy relative to the best compared isomer or geometry (same formula, charge and spin), the calculation gives 2.219 eV.


Entry 2:
Entry from OMol25: C56H51N4O6PS6Sn as an isolated structure (ωB97M-V/def2-TZVPD).

Geometry as XYZ:
```
125
Properties=species:S:1:pos:R:3:forces:R:3:mulliken_charge:R:1
Sn 1.09769 0.76471 -0.63373 -0.7 0.2 -0.2 1.564
N 0.52212 -0.62633 1.11811 0.1 -0.3 0.3 0.661
S -0.02114 -1.46527 2.16187 -0.3 0.2 0.0 0.650
N -1.63957 -1.87949 2.08742 0.2 -0.2 -0.1 0.344
S -2.81433 -0.90837 2.22877 -0.3 -0.1 0.2 0.408
N -2.85601 0.53851 1.72858 0.1 0.1 0.0 -0.051
S -2.36804 1.13214 0.23129 0.4 0.1 0.2 1.656
N -1.00879 1.61688 0.07344 -0.3 -0.2 0.0 -0.360
C -2.96574 -0.16848 -0.83938 -0.1 0.0 0.0 0.537
C -4.17079 -0.06435 -1.51637 0.0 0.0 0.0 -0.384
C -4.57389 -1.11851 -2.32672 0.1 0.0 0.0 -1.058
C -3.77050 -2.24302 -2.45782 0.0 0.0 0.0 -1.017
C -2.56105 -2.32861 -1.77847 0.0 0.0 -0.1 -0.761
C -2.15794 -1.29315 -0.95523 0.2 0.2 -0.1 1.321
C -3.55744 2.45643 0.09156 -0.1 -0.1 0.1 -0.600
C -4.77760 2.47785 0.75338 0.0 0.0 0.0 0.252
C -5.60742 3.57800 0.59723 0.0 0.0 0.0 -0.817
C -5.21179 4.63606 -0.21244 0.0 0.0 0.0 -0.607
C -3.98337 4.60544 -0.86046 -0.1 0.0 0.0 -0.724
C -3.14416 3.51140 -0.70811 0.1 -0.1 -0.1 -0.192
C -4.17650 -1.86681 1.58775 0.1 -0.1 -0.1 0.921
C -3.97258 -3.12730 1.05261 0.0 0.0 0.1 -0.020
C -5.05904 -3.81121 0.52578 -0.1 0.0 0.0 -0.769
C -6.31896 -3.23061 0.53452 0.0 0.0 0.0 -0.642
C -6.50801 -1.96549 1.07957 0.0 0.0 0.0 -0.805
C -5.43272 -1.27708 1.61119 0.0 0.0 0.1 -0.830
C -3.26949 -0.73780 3.94280 0.1 0.1 0.1 0.781
C -3.58460 -1.90017 4.63485 0.0 0.0 -0.1 -0.844
C -3.88546 -1.81510 5.98209 0.0 0.0 0.0 -0.701
C -3.85614 -0.58011 6.62190 0.0 0.0 0.0 -0.581
C -3.52846 0.56920 5.91771 0.0 0.0 0.1 -0.815
C -3.23170 0.49800 4.56354 0.0 0.0 -0.1 -0.297
C 0.63531 -3.11861 2.31908 -0.3 -0.1 0.1 0.678
C -0.15990 -4.23350 2.57337 0.1 0.1 0.0 -0.148
C 0.44621 -5.47495 2.68963 0.0 0.0 0.0 -0.942
C 1.82524 -5.59075 2.55773 0.0 0.0 0.0 -0.616
C 2.60107 -4.46859 2.30300 0.1 -0.1 0.0 -0.703
C 2.01062 -3.22063 2.17624 0.0 0.2 -0.1 -0.589
C 0.08714 -0.79928 3.81834 -0.1 -0.1 0.1 0.363
C 0.37919 0.54710 3.92657 0.0 0.0 -0.1 -0.475
C 0.39697 1.12150 5.19187 0.0 0.0 0.1 -0.711
C 0.11805 0.35261 6.31179 0.0 0.0 0.0 -0.609
C -0.17872 -1.00148 6.18252 0.0 0.0 0.0 -0.729
C -0.19612 -1.58810 4.92843 0.1 0.0 0.0 -0.510
H -4.77905 0.82626 -1.43154 0.0 0.0 0.0 0.538
H -5.50393 -1.04391 -2.87584 0.0 0.0 0.0 0.461
H -4.08476 -3.05327 -3.10498 0.0 0.0 0.0 0.435
H -1.90813 -3.18414 -1.90332 0.0 0.0 0.0 0.574
H -1.20929 -1.34806 -0.43328 0.0 0.0 -0.1 -0.388
H -5.05851 1.65137 1.39001 0.0 0.0 0.0 0.181
H -6.55926 3.61252 1.11242 0.0 0.0 0.0 0.451
H -5.86501 5.49171 -0.33426 0.0 0.0 0.0 0.382
H -3.67199 5.43794 -1.47854 0.0 0.0 0.0 0.449
H -2.16444 3.46263 -1.17783 -0.1 0.1 0.0 0.206
H -2.97457 -3.54565 1.04011 -0.1 0.0 0.0 0.350
H -4.91691 -4.79632 0.10019 0.0 0.0 0.0 0.484
H -7.16118 -3.76573 0.11470 0.0 0.0 0.0 0.407
H -7.49235 -1.51591 1.08573 0.0 0.0 0.0 0.466
H -5.55731 -0.29327 2.04773 0.0 0.0 0.0 0.091
H -3.59272 -2.85443 4.11874 0.0 0.0 0.1 0.323
H -4.14057 -2.71049 6.53455 0.0 0.0 0.0 0.429
H -4.09484 -0.51687 7.67627 0.0 0.0 0.0 0.427
H -3.50264 1.52669 6.42201 0.0 0.0 0.0 0.465
H -2.96669 1.37473 3.98602 0.0 0.0 0.1 0.514
H -1.23004 -4.12526 2.66584 0.0 0.0 0.0 0.308
H -0.15835 -6.35289 2.88175 0.0 0.0 0.0 0.453
H 2.29315 -6.56321 2.64486 0.0 0.0 0.0 0.399
H 3.67447 -4.55959 2.19526 0.0 0.0 0.0 0.508
H 2.60791 -2.34153 1.95344 0.0 -0.1 0.0 0.205
H 0.59706 1.13365 3.03891 0.0 0.0 0.1 0.530
H 0.63325 2.17345 5.29208 0.0 0.0 0.0 0.534
H 0.13528 0.80367 7.29696 0.0 0.0 0.0 0.406
H -0.39809 -1.59842 7.05861 0.0 0.0 0.0 0.473
H -0.41666 -2.64276 4.81658 0.0 0.0 0.0 0.490
O 3.14746 -1.14260 -0.36603 -0.2 0.0 0.1 -0.641
S 4.00260 -0.29347 0.47488 -0.1 0.2 -0.1 1.204
O 4.37455 -0.89957 1.73169 0.1 0.0 0.0 -0.802
O 3.44599 1.07354 0.60717 0.1 -0.3 0.2 -0.975
C 5.47116 -0.09425 -0.51168 0.0 0.2 -0.3 -0.408
C 6.69892 -0.45851 0.02198 -0.2 0.0 0.0 -0.461
C 7.83832 -0.36808 -0.76200 0.0 0.0 0.0 -0.602
C 7.74211 0.09585 -2.06569 0.1 0.0 0.0 -0.801
C 6.51617 0.48065 -2.58794 -0.1 0.0 0.1 -0.283
C 5.35341 0.38924 -1.82720 0.0 -0.1 0.3 -0.470
P 3.71883 0.95546 -2.50617 0.5 0.1 -0.3 1.064
C 4.26812 2.60413 -3.10563 -0.1 0.0 0.0 0.526
C 4.23185 3.62031 -2.14766 0.0 0.0 -0.1 -0.654
C 4.62606 4.90909 -2.47121 0.0 0.0 0.0 -0.646
C 5.04954 5.20150 -3.76182 0.0 0.0 0.0 -0.523
C 5.08172 4.19931 -4.72112 0.0 0.0 0.0 -0.785
C 4.69329 2.90463 -4.39630 0.0 0.0 0.0 -0.220
C 3.57216 -0.02487 -4.04129 -0.1 0.0 0.1 0.123
C 4.18369 -1.26393 -4.21979 0.0 0.1 0.0 -0.523
C 3.88090 -2.03945 -5.33303 0.0 0.0 0.0 -0.645
C 2.96321 -1.59226 -6.27066 0.0 0.0 0.0 -0.612
C 2.34227 -0.36073 -6.09778 0.0 0.0 0.1 -0.846
C 2.63593 0.41108 -4.98463 0.1 0.0 0.0 -0.477
H 6.73057 -0.81643 1.04368 0.0 0.0 -0.1 0.554
H 8.79897 -0.65834 -0.35519 0.0 0.0 0.0 0.394
H 8.63159 0.15610 -2.68227 0.0 0.0 0.0 0.404
H 6.45870 0.84982 -3.60502 0.0 0.0 0.0 0.435
H 3.88465 3.38402 -1.14666 0.0 0.0 0.0 0.354
H 4.59872 5.68884 -1.71917 0.0 0.0 0.0 0.435
H 5.34932 6.20940 -4.02113 0.0 0.0 0.0 0.387
H 5.41210 4.42451 -5.72855 0.0 0.0 0.0 0.416
H 4.71092 2.13089 -5.15499 0.0 0.0 0.0 0.389
H 4.88912 -1.62901 -3.48420 0.0 0.0 0.0 0.393
H 4.36110 -3.00195 -5.46380 0.0 0.0 0.0 0.410
H 2.72033 -2.20447 -7.13030 0.0 0.0 0.0 0.383
H 1.61404 -0.00745 -6.81823 0.0 0.0 0.0 0.423
H 2.13216 1.35969 -4.83217 0.0 0.0 0.0 0.665
O 1.36962 2.74825 1.96195 0.2 0.0 -0.2 -0.677
H 2.13758 2.24859 1.63148 0.0 0.1 0.0 0.360
H 0.88046 3.03868 1.18172 -0.1 0.0 0.1 0.297
O 0.84016 -2.36909 -2.05076 -0.1 0.2 0.2 -0.676
H 1.58297 -2.06107 -1.50853 0.1 -0.1 0.0 0.342
H 0.65138 -1.63961 -2.65685 0.1 -0.1 0.0 0.294
C -0.67590 4.15290 -4.79619 0.0 0.0 0.1 -0.785
O -0.91393 2.79516 -4.41449 0.2 0.0 0.0 -0.223
C -0.29385 2.30191 -3.32404 -0.1 0.1 -0.1 0.436
S 0.57936 3.30583 -2.30437 0.1 0.1 0.0 -0.242
S -0.52703 0.63585 -3.12621 0.0 0.0 0.0 -0.386
H -1.11333 4.25341 -5.78485 0.0 0.0 0.0 0.281
H 0.39208 4.36600 -4.82130 0.0 0.0 0.0 0.343
H -1.14559 4.84492 -4.09659 0.0 0.0 0.0 0.269
```
Forces are in eV/Å.

Its charge is 0. Its molar mass is 1218.133 g mol⁻¹. The calculation puts the HOMO-LUMO gap at 6.58 eV. Its multiplicity is 1. For the energy relative to the best compared isomer or geometry (same formula, charge and spin), the calculation gives 0.320 eV.


Question: Which of these has the highest multiplicity?
Answer: C56H50O2P2RhS4Si2